Here is C4H7N3O in the gas phase from the Open Molecules 2025 dataset. Energies are from the ωB97M-V functional and the def2-TZVPD basis.

```
! wB97M-V def2-TZVPD RIJCOSX def2/J DEFGRID3
* xyz 0 1
C 0.66017 -1.40683 0.75121
H 1.50181 1.32567 0.83906
H 0.05658 1.62882 2.10696
N -0.00358 -0.59001 -0.15315
C 0.44058 1.73714 0.92847
H -1.90961 0.45885 -2.63856
H 0.36795 2.62629 0.87726
N -1.32563 0.08144 -1.75645
C -0.79734 -1.08411 -1.19216
C -0.15528 0.82047 -0.03063
H 0.53402 -1.25191 1.69606
O -0.81469 -2.13558 -1.58461
H 1.61835 -1.21454 0.78029
H 0.66636 -2.23257 0.45825
N -0.83969 1.23686 -1.08199
*
```

Its HOMO energy is -8.432 eV. As for the energy above the lowest of the compared OMol25 structures with the same formula, charge and spin: 114.97 kcal/mol. As for the frontier orbital gap: 9.23 eV. As for the SMILES: Cc1n[nH]c(=O)n1C.